A structure of composition C27H20FeIN5O4S2. Source: OMol25; level of theory: wB97M-V/def2-TZVPD.

Summary:
HOMO-LUMO gap (spin up / spin down)   7.38 / 6.99 eV
Net charge   +1
<S²>   0.771
Spin multiplicity   2
ΔE to the lowest compared entry with this formula, charge and spin   0.0 kcal per mole
E_LUMO (spin up / spin down)   -3.1818 / -3.5686 eV

XYZ file:
```
60
C27H20FeIN5O4S2 wB97M-V/def2-TZVPD
Fe -0.5045 -0.1870 0.3134
O 2.6726 2.1338 -0.3791
C 1.8776 1.2969 -0.0469
N 0.4967 1.3837 -0.0184
C -0.1915 2.5635 -0.2064
O 0.2578 3.6775 -0.3000
C -1.6811 2.3181 -0.2368
C -2.5640 3.3705 -0.3616
C -3.9225 3.0954 -0.3935
C -4.3383 1.7756 -0.3077
C -3.3883 0.7782 -0.1774
N -2.0825 1.0430 -0.1372
C 2.2967 -0.0623 0.4375
C 3.6160 -0.4578 0.5021
C 3.8951 -1.7415 0.9453
C 2.8481 -2.5774 1.3070
C 1.5511 -2.1078 1.2124
N 1.2913 -0.8674 0.7979
H -2.1597 4.3704 -0.4355
H -4.6449 3.8945 -0.4876
H -5.3850 1.5103 -0.3416
H -3.6802 -0.2611 -0.1143
H 4.3806 0.2399 0.1901
H 4.9166 -2.0926 0.9980
H 3.0259 -3.5900 1.6381
H 0.6990 -2.7292 1.4523
C 0.8064 1.9329 3.0349
C -0.2240 0.8720 3.2415
N -0.7606 0.0660 2.3462
C -1.6361 -0.8309 2.9338
C -1.7884 -0.6855 4.2694
S -0.8002 0.5864 4.8231
C -2.2028 -1.8387 2.0569
C -3.0233 -2.8712 2.3563
S -3.3799 -3.7370 0.9312
C -2.4031 -2.6840 -0.0004
N -1.8437 -1.7390 0.7281
C -2.3049 -2.9119 -1.4713
H 0.6936 2.4331 2.0822
H 1.8054 1.4937 3.0801
H 0.7357 2.6792 3.8241
H -2.4034 -1.2658 4.9358
H -3.4243 -3.1537 3.3147
H -3.1398 -3.5276 -1.8031
H -1.3683 -3.4198 -1.7044
H -2.3061 -1.9694 -2.0091
I 4.2408 3.0585 -4.8175
C 3.1078 1.5706 -3.9035
C 3.6710 0.3198 -3.6795
C 2.9202 -0.6632 -3.0581
C 1.6174 -0.3969 -2.6490
C 1.0605 0.8530 -2.8939
C 1.8007 1.8404 -3.5245
C 0.8579 -1.4563 -1.9204
O 1.1994 -2.6214 -1.9229
O -0.2176 -1.0461 -1.2793
H 4.6858 0.1166 -3.9915
H 3.3331 -1.6474 -2.8800
H 0.0405 1.0531 -2.5905
H 1.3680 2.8135 -3.7092
```

***

A structure of composition C36H42AsBF2N4PSn. Source: OMol25; level of theory: wB97M-V/def2-TZVPD.

Summary:
HOMO-LUMO gap   4.61 eV
Net charge   +3
ΔE to the lowest compared entry with this formula, charge and spin   0.0 kcal per mole
E_LUMO   -10.2887 eV

XYZ file:
```
88
C36H42AsBF2N4PSn wB97M-V/def2-TZVPD
Sn -0.2401 -3.3509 -1.4543
C 0.2495 -5.6900 3.6483
C 0.3937 -4.1908 3.3134
C 0.1389 -3.9195 1.8994
N -0.0654 -3.7437 0.7867
H 0.3806 -5.8164 4.7197
H 1.0065 -6.2809 3.1351
H -0.7371 -6.0622 3.3758
H 1.4007 -3.8330 3.5370
H -0.3029 -3.5864 3.8965
F 3.1401 -3.0589 -0.1350
B 3.4800 -2.6892 -1.3465
F 3.3357 -3.5215 -2.3482
C -4.8490 0.1468 -1.8779
C -3.4131 0.4986 -1.5546
N -2.6346 -0.7426 -1.3851
C -3.1477 -1.9800 -1.1931
N -2.3079 -3.0333 -1.1919
C -2.8666 -4.3711 -0.8920
C -4.2541 -4.5079 -1.4772
C -5.1162 -3.4238 -0.8740
N -4.4583 -2.1090 -1.0044
C -5.3133 -0.9086 -0.8961
H -4.9228 -0.2471 -2.8941
H -5.4774 1.0333 -1.8121
H -3.3628 1.0850 -0.6365
H -2.9656 1.0826 -2.3571
H -1.6548 -0.7105 -1.5898
H -2.8924 -4.5329 0.1891
H -2.2085 -5.1347 -1.3148
H -4.6717 -5.4869 -1.2515
H -4.2115 -4.3945 -2.5612
H -5.3205 -3.6243 0.1787
H -6.0702 -3.3634 -1.3908
H -5.2835 -0.5316 0.1279
H -6.3326 -1.2160 -1.1077
C 0.2837 1.0590 -1.3974
C 1.2811 2.1525 -1.0543
As 0.3496 3.9191 -0.9233
C 1.9098 4.9233 -0.3745
C 1.9998 6.2279 -0.8497
C 3.0825 7.0273 -0.5011
C 4.0822 6.5241 0.3178
C 4.0006 5.2208 0.7962
C 2.9198 4.4217 0.4501
C -0.5119 3.5006 0.7817
C -1.7795 2.9178 0.7285
C -2.4785 2.6261 1.8954
C -1.9221 2.9319 3.1312
C -0.6689 3.5297 3.1943
C 0.0336 3.8170 2.0263
P 0.9406 -0.6447 -1.0399
C 1.2500 -0.5484 0.7459
C 2.4489 -0.2894 1.4047
C 2.4541 -0.0566 2.7736
C 1.2647 -0.0620 3.4901
C 0.0644 -0.3270 2.8424
C 0.0587 -0.5806 1.4798
C 2.4856 -0.6469 -2.0578
C 3.8170 -1.1329 -1.6395
C 4.8964 -1.0669 -2.6113
C 4.6743 -0.7512 -3.9163
C 3.3714 -0.4198 -4.3018
C 2.3010 -0.3703 -3.3874
H -0.0494 1.1282 -2.4359
H -0.5979 1.1205 -0.7529
H 2.0656 2.2457 -1.8079
H 1.7468 1.9661 -0.0871
H 1.2250 6.6242 -1.4947
H 3.1430 8.0434 -0.8723
H 4.9274 7.1457 0.5845
H 4.7741 4.8356 1.4507
H 2.8612 3.4149 0.8504
H -2.2590 2.7604 -0.2343
H -3.4770 2.2018 1.8420
H -2.4835 2.7491 4.0407
H -0.2456 3.8006 4.1554
H 0.9911 4.3165 2.0903
H 3.3923 -0.2477 0.8794
H 3.3911 0.1489 3.2770
H 1.2734 0.1488 4.5533
H -0.8671 -0.3164 3.3943
H -0.8858 -0.7825 0.9810
H 4.1356 -0.7090 -0.6849
H 5.8987 -1.2992 -2.2614
H 5.4825 -0.7307 -4.6366
H 3.1805 -0.1739 -5.3439
H 1.3227 -0.0776 -3.7519
```

***

A structure of composition C34H39CaN5O2P2S2. Source: OMol25; level of theory: wB97M-V/def2-TZVPD.

Summary:
HOMO-LUMO gap   6.69 eV
E_LUMO   -0.6307 eV

XYZ file:
```
85
C34H39CaN5O2P2S2 wB97M-V/def2-TZVPD
Ca -0.8464 1.7365 1.9757
C 3.1979 -6.0615 -0.2004
C 3.2460 -5.0709 -1.0972
C 2.6598 -5.0599 -2.4749
C 1.4925 -6.0343 -2.7352
C 0.3156 -5.8654 -1.8115
C 0.1294 -6.4281 -0.6220
C 1.0320 -7.4098 0.0790
C 2.5174 -7.3946 -0.3363
C -2.9974 2.5837 1.6959
H 3.7623 -5.9721 0.7372
H 3.8516 -4.1840 -0.8785
H 3.4420 -5.2781 -3.2227
H 2.3201 -4.0346 -2.6898
H 1.1287 -5.8274 -3.7549
H 1.8667 -7.0630 -2.7450
H -0.4813 -5.2505 -2.2558
H -0.8163 -6.2679 -0.0865
H 0.6618 -8.4404 -0.0613
H 0.9629 -7.2151 1.1602
H 3.0394 -8.0854 0.3465
H 2.6235 -7.8176 -1.3405
H -2.9466 3.0758 2.6893
H -3.8430 1.8889 1.6500
H -3.1241 3.3650 0.9338
P -1.8308 0.2643 -0.5217
P 1.0892 0.9247 -0.2851
N -2.8261 -1.0055 0.2365
N -2.9784 0.7397 -1.7722
N 1.9523 -0.3695 0.6012
N 2.5123 1.8109 -0.8533
C -0.7123 -0.8019 -1.4993
C 0.6314 -0.0866 -1.7539
C -2.8747 -1.1506 1.6330
C -3.6175 -2.2786 1.9277
C -4.0431 -2.8600 0.6869
C -3.5376 -2.0664 -0.3375
C -4.1226 1.5046 -1.4831
C -4.6694 1.9559 -2.6762
C -3.8676 1.4328 -3.7480
C -2.8441 0.6905 -3.1702
C 1.9220 -0.4162 2.0039
C 2.5311 -1.5899 2.4175
C 2.9437 -2.3040 1.2493
C 2.5799 -1.5326 0.1509
C 3.8016 1.4306 -1.2592
C 4.4832 2.5661 -1.6926
C 3.5872 3.6833 -1.5539
C 2.3971 3.1993 -1.0409
H -1.1906 -1.0886 -2.4425
H -0.5681 -1.7283 -0.9218
H 1.4119 -0.8114 -2.0080
H 0.5539 0.6161 -2.5968
H -2.3909 -0.4207 2.2860
H -3.8283 -2.6510 2.9231
H -4.6454 -3.7533 0.5800
H -3.6135 -2.1689 -1.4121
H -4.4068 1.6736 -0.4523
H -5.5390 2.5924 -2.7682
H -4.0258 1.5902 -4.8046
H -2.0463 0.1355 -3.6399
H 1.5492 0.4444 2.5633
H 2.6870 -1.8922 3.4457
H 3.4613 -3.2556 1.2222
H 2.7298 -1.7298 -0.9040
H 4.1219 0.3984 -1.2054
H 5.4969 2.6150 -2.0689
H 3.7890 4.7178 -1.8018
H 1.4823 3.6954 -0.7341
O -1.8874 5.8747 5.4769
S -2.0956 5.6696 4.0701
O -3.4445 5.5691 3.5745
N -1.1840 4.3534 3.4514
C -0.1134 4.7688 2.7753
S 1.0744 3.6167 2.3703
C -0.1194 6.2082 2.4665
C 0.6359 6.9571 1.5567
C 0.3675 8.3199 1.3776
C -0.6526 8.9583 2.1057
C -1.4359 8.2037 2.9891
C -1.1533 6.8562 3.1457
H 1.4208 6.4533 0.9921
H 0.9455 8.9072 0.6589
H -0.8298 10.0217 1.9757
H -2.2585 8.6531 3.5387
```

***

The molecule C18H19NO. Source: OMol25; level of theory: wB97M-V/def2-TZVPD.

Summary:
HOMO-LUMO gap   8.55 eV
SMILES   OCCCc1cn(Cc2ccccc2)c2ccccc12
ΔE to the lowest compared entry with this formula, charge and spin   0.0 kcal per mole
E_LUMO   0.8044 eV

XYZ file:
```
39
C18H19NO wB97M-V/def2-TZVPD
O -1.3837 -3.7107 1.5766
C -0.6049 -2.6653 2.1105
C -1.4338 -1.6305 2.8716
C -2.4507 -0.9341 1.9561
C -1.7681 -0.0750 0.9454
C -1.5025 -0.3895 -0.3548
N -0.8248 0.6274 -0.9735
C -0.3293 0.5899 -2.3179
C 1.0786 0.0434 -2.4401
C 1.8813 -0.1732 -1.3303
C 3.1662 -0.6667 -1.4832
C 3.6613 -0.9464 -2.7442
C 2.8647 -0.7310 -3.8568
C 1.5816 -0.2402 -3.7045
C -0.6138 1.6206 -0.0577
C 0.0418 2.8402 -0.1815
C 0.0901 3.6570 0.9271
C -0.4980 3.2778 2.1370
C -1.1432 2.0695 2.2699
C -1.2048 1.2184 1.1668
H -1.8849 -4.1151 2.2940
H -0.1195 -2.1973 1.2512
H 0.1746 -3.0719 2.7730
H -1.9626 -2.1269 3.6911
H -0.7579 -0.8898 3.3015
H -3.0423 -1.6952 1.4437
H -3.1211 -0.3239 2.5658
H -1.7602 -1.2795 -0.8974
H -0.3538 1.6059 -2.7304
H -1.0048 -0.0281 -2.9198
H 1.5083 0.0439 -0.3404
H 3.7813 -0.8318 -0.6110
H 4.6634 -1.3312 -2.8615
H 3.2435 -0.9478 -4.8448
H 0.9602 -0.0740 -4.5736
H 0.5066 3.1376 -1.1101
H 0.5940 4.6104 0.8634
H -0.4385 3.9503 2.9806
H -1.5943 1.7828 3.2086
```

***

Number 1: E_tot -108120.6170 eV. Number 2: E_tot -126022.7045 eV. Number 3: E_tot -106120.3500 eV. Number 4: E_tot -22512.3018 eV.